# 1
Below is 3 unconnected molecules or ions with the total composition C23H44N2O6, with properties calculated with ωB97M-V/def2-TZVPD.

Computed properties:
* total charge: 0
* E_HOMO (spin up / spin down): -8.20 / -9.09 eV
* expectation value of S²: 2.008
* frontier orbital gap (spin up / spin down): 0.32720 / 0.34011 hartree
* multiplicity: 3
* energy relative to the best compared isomer or geometry (same formula, charge and spin): 0.000 eV
* DFT total energy: -1463.589628 Eh

Structure (XYZ):
```
75
Properties=species:S:1:pos:R:3:mulliken_spin:R:1
C -3.604 2.408 -2.562 0.005
C -4.196 1.447 -3.573 -0.004
C -3.715 0.031 -3.344 0.001
O -3.806 -0.792 -4.439 0.000
C -4.360 -0.551 -2.086 -0.002
O -3.525 -1.715 -1.950 -0.001
C -2.294 -1.133 -2.011 -0.008
O -1.387 -1.466 -1.424 0.004
O -2.355 -0.069 -2.863 0.001
H -3.785 3.432 -2.859 0.001
H -4.087 2.251 -1.611 0.003
H -2.536 2.297 -2.455 -0.003
H -5.279 1.423 -3.534 0.000
H -3.919 1.726 -4.582 0.000
H -2.920 -1.108 -4.644 0.000
H -4.003 0.095 -1.293 0.009
H -5.423 -0.705 -2.079 0.001
C -0.271 3.728 1.901 0.009
C -1.696 3.294 1.500 0.039
C -2.696 3.848 2.513 0.021
C -2.604 3.150 3.869 -0.018
C -2.750 1.636 3.710 0.023
C -1.828 1.017 2.652 0.027
N -1.798 1.810 1.390 0.321
O -2.826 1.512 0.676 0.566
C -0.399 0.866 3.211 0.030
C -2.289 -0.416 2.388 -0.015
C -1.928 3.938 0.139 -0.012
H -0.140 4.795 1.717 0.000
H -0.046 3.586 2.955 0.001
H 0.480 3.199 1.313 -0.005
H -3.715 3.735 2.127 0.000
H -2.534 4.922 2.637 0.001
H -1.661 3.393 4.367 0.000
H -3.395 3.523 4.523 0.001
H -2.570 1.150 4.671 0.001
H -3.791 1.421 3.449 0.003
H 0.288 0.531 2.432 -0.015
H -0.381 0.121 4.007 0.000
H 0.002 1.777 3.651 0.001
H -3.338 -0.467 2.100 0.002
H -2.176 -1.010 3.294 0.000
H -1.695 -0.885 1.601 0.004
H -1.230 3.537 -0.599 0.002
H -1.777 5.016 0.189 0.000
H -2.941 3.776 -0.224 0.004
C 1.912 -2.968 -0.048 0.024
C 2.736 -1.939 -0.849 0.012
C 2.964 -2.465 -2.265 0.028
C 3.941 -3.638 -2.308 -0.020
C 5.262 -3.269 -1.632 0.023
C 5.109 -2.665 -0.232 0.019
N 4.030 -1.636 -0.168 0.360
O 4.488 -0.519 -0.610 0.569
C 4.837 -3.777 0.802 0.017
C 6.455 -2.073 0.186 -0.007
C 1.847 -0.701 -0.902 -0.020
H 0.882 -2.978 -0.405 0.001
H 2.266 -3.992 -0.148 0.001
H 1.891 -2.711 1.012 -0.015
H 3.351 -1.660 -2.899 0.002
H 2.008 -2.764 -2.700 0.001
H 3.506 -4.522 -1.836 0.000
H 4.132 -3.914 -3.347 0.002
H 5.901 -4.153 -1.575 0.000
H 5.785 -2.555 -2.277 0.005
H 4.619 -3.348 1.781 -0.012
H 5.715 -4.414 0.911 0.001
H 4.021 -4.441 0.530 0.002
H 6.830 -1.350 -0.537 0.001
H 7.197 -2.868 0.260 0.001
H 6.387 -1.583 1.158 -0.001
H 1.676 -0.302 0.100 0.007
H 0.882 -0.959 -1.327 0.000
H 2.267 0.092 -1.519 0.000
```


# 2
Below is 4 unconnected molecules or ions with the total composition C14H33BNO11P, with properties calculated with ωB97M-V/def2-TZVPD.

Computed properties:
* total charge: 0
* E_HOMO: -9.26 eV
* frontier orbital gap: 0.34514 hartree
* energy relative to the best compared isomer or geometry (same formula, charge and spin): 0.283 eV
* DFT total energy: -1801.911806 Eh
* structure (SMILES): NCCB(O)[PH2]=O.CCOC(=O)OC.CCOC(=O)OC.CCOC(=O)OC

Structure (XYZ):
```
61
Properties=species:S:1:pos:R:3:mulliken_charge:R:1
N -2.421 -1.654 -1.389 -0.436
C -1.391 -1.550 -0.360 -0.289
C -0.693 -2.880 -0.079 -0.284
B -1.717 -4.029 0.253 0.361
O -2.015 -4.382 1.519 -0.464
P -2.597 -4.993 -1.189 0.317
O -4.056 -5.230 -0.991 -0.650
H -3.314 -1.931 -1.005 0.227
H -2.518 -0.782 -1.887 0.138
H -1.758 -1.078 0.547 0.258
H -0.646 -0.866 -0.749 0.122
H -0.140 -3.167 -0.968 0.099
H -0.025 -2.731 0.766 0.220
H -1.254 -4.187 2.094 0.337
H -1.906 -6.226 -1.315 0.031
H -2.282 -4.269 -2.357 0.029
C 2.259 4.274 0.844 -1.238
C 2.594 3.100 1.738 -0.158
O 1.992 1.884 1.260 -0.283
C 2.632 1.284 0.258 0.634
O 3.653 1.651 -0.260 -0.564
O 1.937 0.192 -0.074 -0.223
C 2.479 -0.531 -1.182 -0.649
H 1.179 4.361 0.720 0.313
H 2.639 5.199 1.278 0.381
H 2.700 4.150 -0.144 0.318
H 2.183 3.253 2.734 0.277
H 3.670 2.967 1.840 0.376
H 3.528 -0.769 -1.023 0.380
H 2.360 0.042 -2.100 0.329
H 1.910 -1.453 -1.266 0.085
C 0.201 0.690 5.262 -1.248
C 1.513 0.437 4.550 0.175
O 2.617 1.028 5.255 -0.282
C 3.067 0.331 6.298 0.747
O 2.655 -0.735 6.673 -0.556
O 4.066 1.020 6.853 -0.343
C 4.624 0.411 8.020 -0.654
H 0.066 1.758 5.440 0.307
H -0.632 0.325 4.662 0.356
H 0.178 0.188 6.228 0.351
H 1.509 0.908 3.569 0.002
H 1.688 -0.628 4.403 0.341
H 4.916 -0.617 7.823 0.302
H 3.910 0.445 8.841 0.292
H 5.502 0.994 8.280 0.226
C -4.741 -0.674 -6.174 -1.137
C -4.440 0.307 -5.062 -0.181
O -3.030 0.561 -4.949 -0.295
C -2.533 1.429 -5.829 0.719
O -3.151 2.018 -6.675 -0.555
O -1.221 1.535 -5.606 -0.306
C -0.538 2.403 -6.514 -0.660
H -4.159 -1.587 -6.042 0.301
H -5.799 -0.930 -6.177 0.366
H -4.484 -0.253 -7.146 0.306
H -4.736 -0.110 -4.102 0.299
H -4.977 1.244 -5.199 0.319
H -1.013 3.380 -6.550 0.305
H -0.513 1.964 -7.509 0.295
H 0.475 2.506 -6.138 0.215
```


# 3
Below is a molecular structure, C6H10O, with properties calculated with ωB97M-V/def2-TZVPD.

Computed properties:
* total charge: 0
* E_HOMO (spin up / spin down): -7.83 / -7.98 eV
* frontier orbital gap (spin up / spin down): 0.28357 / 0.28643 hartree
* energy relative to the best compared isomer or geometry (same formula, charge and spin): 5.893 eV
* DFT total energy: -309.625801 Eh

Structure (XYZ):
```
17
Properties=species:S:1:pos:R:3:mulliken_charge:R:1
C -1.952 0.134 1.314 -0.334
C -1.807 1.226 0.510 -0.573
C -0.814 -1.177 0.053 -0.705
C 0.722 -1.145 0.205 0.343
C 1.634 -0.668 -0.959 -0.662
C 1.583 0.664 -0.206 -0.308
O 1.054 0.033 0.970 -0.433
H -1.323 0.032 2.193 0.235
H -2.903 -0.394 1.336 0.277
H -2.580 1.510 -0.205 0.259
H -0.986 1.924 0.642 0.286
H -1.062 -0.790 -0.951 0.220
H 1.093 -2.059 0.701 0.352
H 2.638 -1.111 -0.942 0.260
H 1.242 -0.708 -1.980 0.273
H 2.520 1.173 0.027 0.328
H 0.867 1.374 -0.642 0.183
```


# 4
Below is 3 unconnected molecules or ions with the total composition C19H38B2O13, with properties calculated with ωB97M-V/def2-TZVPD.

Computed properties:
* total charge: 0
* E_HOMO: -8.99 eV
* frontier orbital gap: 0.31241 hartree
* energy relative to the best compared isomer or geometry (same formula, charge and spin): 0.000 eV
* DFT total energy: -1774.643520 Eh
* structure (SMILES): CCOB(O)C1=C(CB(O)O)C(=O)OC1=O.COCCOCCOC.COCCOCCOC

Structure (XYZ):
```
72
Properties=species:S:1:pos:R:3:mulliken_charge:R:1
C 5.370 -2.855 -1.610 -1.491
C 4.052 -2.357 -1.081 0.242
O 3.619 -1.238 -1.882 -0.635
B 2.832 -0.348 -1.206 0.925
O 3.455 0.743 -0.648 -0.583
C 1.261 -0.388 -0.987 0.068
C 0.502 -1.142 -0.171 0.874
C 0.838 -2.349 0.611 -0.589
B 0.381 -3.534 -0.384 0.586
O 1.195 -4.562 -0.737 -0.553
O -0.856 -3.453 -1.008 -0.618
C -0.808 -0.430 -0.081 -0.077
O -1.418 -0.242 0.928 -0.551
O -0.974 0.348 -1.205 -0.334
C 0.274 0.345 -1.828 0.317
O 0.387 0.582 -2.989 -0.514
H 6.126 -2.085 -1.484 0.344
H 5.286 -3.124 -2.659 0.335
H 5.665 -3.751 -1.065 0.405
H 4.161 -2.079 -0.029 0.279
H 3.279 -3.122 -1.140 0.105
H 2.970 1.027 0.131 0.354
H 1.902 -2.450 0.777 0.277
H 0.243 -2.447 1.517 0.252
H 1.067 -4.828 -1.650 0.312
H -1.541 -3.437 -0.329 0.273
C -6.809 -1.594 2.558 -0.749
O -6.296 -2.904 2.659 -0.267
C -5.872 -3.425 1.414 -0.577
C -4.775 -4.450 1.594 -0.406
O -3.500 -3.897 1.893 -0.331
C -3.316 -3.373 3.201 -0.329
C -3.275 -4.408 4.301 -0.660
O -4.576 -4.865 4.623 -0.252
C -4.582 -6.172 5.150 -0.789
H -7.741 -1.575 1.981 0.321
H -7.011 -1.242 3.567 0.237
H -6.082 -0.920 2.091 0.311
H -5.505 -2.620 0.766 0.329
H -6.729 -3.907 0.923 0.409
H -4.642 -4.954 0.634 0.411
H -5.058 -5.211 2.322 0.139
H -4.056 -2.601 3.416 0.167
H -2.338 -2.885 3.177 0.366
H -2.838 -3.949 5.198 0.412
H -2.641 -5.246 3.988 0.355
H -4.116 -6.881 4.455 0.343
H -5.621 -6.462 5.297 0.236
H -4.062 -6.216 6.114 0.321
C 2.411 2.986 -3.207 -0.764
O 2.935 4.290 -3.069 -0.272
C 2.544 5.153 -4.119 -0.558
C 2.512 6.592 -3.659 -0.395
O 1.392 6.923 -2.854 -0.461
C 1.373 6.456 -1.515 -0.265
C 2.333 7.170 -0.591 -0.589
O 3.661 6.709 -0.776 -0.221
C 4.626 7.677 -0.442 -0.797
H 2.837 2.479 -4.080 0.351
H 2.675 2.431 -2.311 0.203
H 1.321 3.009 -3.299 0.353
H 1.552 4.876 -4.494 0.340
H 3.268 5.058 -4.941 0.383
H 2.408 7.215 -4.550 0.410
H 3.450 6.870 -3.173 0.166
H 1.517 5.375 -1.469 0.078
H 0.363 6.671 -1.161 0.401
H 2.038 6.969 0.448 0.393
H 2.272 8.249 -0.773 0.353
H 4.483 8.596 -1.021 0.339
H 5.603 7.263 -0.683 0.229
H 4.598 7.916 0.628 0.322
```


Number 1: strongest force on any atom 0.1184 hartree/bohr. Number 2: strongest force on any atom 0.0212 hartree/bohr. Number 3: strongest force on any atom 0.0105 hartree/bohr. Number 4: strongest force on any atom 0.0296 hartree/bohr.